# C6H8N2O4

C6H8N2O4 in the gas phase at a distorted geometry (ωB97M-V with the def2-TZVPD basis set, OMol25).

```
20
Properties=species:S:1:pos:R:3
N 1.643 1.910 -1.677
H -0.497 -1.919 0.535
N 1.866 2.721 0.495
O 3.055 2.852 0.356
H -0.344 1.919 1.082
C -0.054 -0.931 0.675
H -1.925 0.128 0.310
H 1.039 -1.173 -1.123
C 1.248 1.620 -0.231
C -0.236 1.519 0.120
C 2.213 0.172 0.020
O 0.735 1.747 -2.469
H -0.812 -0.288 -1.125
C -0.849 0.169 -0.081
C 1.367 -1.056 -0.051
H -0.831 2.225 -0.586
H 0.061 -0.771 1.766
H 2.008 -1.831 0.307
O 3.368 0.375 0.064
O 1.200 3.459 1.172
```

* SMILES: O=N[C@@]1([N+](=O)[O-])CCCCC1=O
* ΔE to the lowest compared entry with this formula, charge and spin: 183.6 kcal/mol
* E_LUMO (spin up / spin down): -0.0342 / -0.0342 Eh

# C12H22BF4MnN6O6

A molecular structure, C12H22BF4MnN6O6 at a distorted geometry (ωB97M-V with the def2-TZVPD basis set, OMol25).

```
52
Properties=species:S:1:pos:R:3
H -16.870 -10.873 9.533
O -15.869 -3.491 3.593
C -12.826 -1.009 10.512
F -14.483 -0.912 6.134
H -12.572 -7.196 4.538
H -9.917 2.847 12.258
N -13.814 -8.539 5.652
H -12.328 -1.884 10.932
H -13.701 -0.609 8.493
H -14.399 -1.941 9.232
H -15.534 -9.894 9.503
C -14.690 -8.925 6.648
C -11.498 1.104 11.054
B -15.811 -0.574 5.913
F -15.848 0.730 5.493
H -12.097 1.463 11.878
C -13.141 -7.243 5.467
N -11.742 -0.042 10.263
H -8.809 3.077 10.815
H -12.762 -2.056 8.606
H -14.838 -8.266 7.490
C -15.889 -11.060 7.395
F -16.584 -0.614 7.073
C -13.443 -1.421 9.172
C -9.822 0.933 9.582
Mn -14.250 -2.260 4.653
N -16.175 -4.657 3.247
F -16.231 -1.502 4.941
H -13.873 -6.436 5.486
H -12.493 -7.065 6.325
H -16.865 -9.499 8.588
O -15.280 -5.390 2.840
H -14.855 -11.581 4.869
H -10.720 -0.961 8.646
C -16.235 -10.360 8.811
H -13.056 -9.676 3.983
O -14.544 -3.568 6.269
C -9.829 2.945 11.176
C -13.743 -9.644 4.815
N -15.152 -10.184 6.512
C -14.660 -10.592 5.256
H -8.983 1.216 8.964
H -10.532 3.689 10.802
H -16.698 -11.445 6.774
N -10.335 1.720 10.619
O -17.292 -5.052 3.428
C -10.707 -0.144 9.352
H -15.293 -11.943 7.622
O -13.334 -4.652 7.587
O -15.373 -5.111 7.408
H -13.410 -0.511 11.286
N -14.445 -4.429 7.164
```

* ⟨S²⟩: 12.010
* E_LUMO (spin up / spin down): -0.0505 / -0.0544 Eh
* multiplicity: 7

# C38H62N7O6

3 unconnected molecules or ions with the total composition C38H62N7O6 at a distorted geometry (ωB97M-V with the def2-TZVPD basis set, OMol25).

```
113
Properties=species:S:1:pos:R:3
C 6.340 6.828 1.775
C 2.575 -2.114 2.643
H 3.020 -0.286 1.699
H -2.531 -3.360 2.616
H 4.827 8.922 -0.418
H 0.860 -6.123 -0.150
H -1.891 -5.268 0.798
N 3.527 4.650 0.668
C -1.748 2.342 0.280
H 7.190 6.787 2.443
H 0.835 1.897 -0.495
O 0.523 -0.171 -2.052
H -2.422 0.692 -5.510
H 0.816 -1.138 -0.295
C 2.057 -2.901 1.425
H -0.622 -4.086 0.318
N 0.425 1.818 3.495
H -0.297 2.156 4.130
O -0.800 -0.383 -3.754
C 0.349 0.433 3.449
H -3.910 1.337 -7.389
H -2.110 2.199 -3.629
H -2.013 -4.719 -6.125
H -0.389 -1.933 5.468
N -3.048 -1.437 1.844
H 6.770 8.819 1.104
H 2.228 -4.960 0.667
C 0.151 2.161 2.061
C 4.414 5.808 0.802
C -1.638 -4.007 -2.076
H 1.025 -2.649 1.165
C 5.493 5.739 1.669
N -1.098 5.208 2.623
C -1.351 2.019 1.741
H -2.652 2.951 0.250
H 1.016 -7.109 2.238
H 0.464 4.833 3.816
C -1.014 -5.094 0.170
C -0.652 0.059 -2.690
H -0.309 -5.285 -6.261
O -2.415 4.218 -2.410
H -5.098 3.507 -7.327
H 2.077 1.650 1.703
C 2.183 -4.432 1.616
C 0.002 -6.193 0.522
H 2.740 -0.144 3.442
C 0.578 3.623 1.865
H -0.129 -5.108 -3.960
C -0.718 -4.294 -4.395
H 3.314 6.991 -0.620
C 1.051 -4.961 2.541
H 3.660 -2.259 2.607
C 1.127 1.145 1.478
O 3.759 3.665 1.358
H -0.821 -6.021 -1.790
H -2.442 -3.418 -1.617
C -0.028 4.599 2.871
H 0.336 3.989 0.869
H -0.488 -7.142 0.280
H 0.313 -4.164 2.644
H -0.688 0.344 5.160
H -2.023 1.405 -0.202
H -2.636 -5.130 -3.700
C 0.383 -6.250 2.005
C 6.102 7.971 1.022
H -0.708 -3.432 -2.098
H 0.176 -2.185 3.803
C 1.206 0.974 -0.052
C -4.445 3.223 -6.512
H 2.678 -2.628 0.562
C -0.972 -4.494 -5.908
H -1.384 0.685 -2.156
C -3.778 2.003 -6.547
H 1.669 3.684 1.959
H -0.665 -0.186 -0.306
C -2.943 1.640 -5.496
C 2.369 -0.589 2.512
N -0.291 -0.176 4.391
H -1.764 1.042 2.019
H 5.681 4.852 2.256
H 2.252 -2.535 3.597
C -0.508 -1.628 4.426
C -1.490 -5.312 -1.295
H -1.001 2.894 -0.284
H -2.594 -3.361 -3.891
H -2.415 -2.622 4.783
C -2.009 -1.890 4.084
C -3.429 3.704 -4.405
C -4.275 4.082 -5.432
C -2.767 2.491 -4.432
N -3.208 4.600 -3.262
H -2.576 -0.973 4.259
O -3.808 5.653 -3.229
H 3.144 -4.605 2.112
H -4.796 5.028 -5.408
H -1.182 -2.280 2.125
H 2.244 0.816 -0.344
C -2.023 -4.236 -3.565
H -1.441 4.930 1.700
N 0.960 -0.088 2.316
H -2.497 -0.889 1.198
H 1.482 -5.165 3.524
C 4.160 6.943 0.051
H -1.875 2.736 2.382
H -0.642 -3.594 -6.428
C -2.156 -2.343 2.608
H -3.719 -2.004 1.340
H -2.469 -5.800 -1.263
C 5.011 8.030 0.165
O 2.606 4.723 -0.121
H -0.201 -3.356 -4.186
H -0.537 -6.393 2.587
C 0.382 -0.190 -0.614
```

* net charge: +1
* ΔE to the lowest compared entry with this formula, charge and spin: 15.3 kcal/mol
* E_LUMO: -0.1024 Eh

# C4H14O3S

3 unconnected molecules or ions with the total composition C4H14O3S at a distorted geometry (ωB97M-V with the def2-TZVPD basis set, OMol25).

```
22
Properties=species:S:1:pos:R:3
H -1.208 -0.123 -0.332
H -1.125 -1.967 0.983
H -1.522 2.652 0.375
H 0.498 0.220 -0.055
O -1.303 -0.576 -3.892
H 0.085 1.749 1.486
H 1.474 3.261 -1.250
H -1.164 0.707 2.324
H -0.405 -0.242 -3.803
H 0.136 2.516 -1.366
O 0.646 3.079 -0.775
S 2.460 -1.196 1.240
H 1.015 -2.113 -0.400
C -0.241 -1.356 1.148
H -0.194 -1.202 2.239
H 3.387 -2.012 0.719
H -1.388 -1.191 -3.155
C -0.812 1.139 1.394
O -1.890 1.940 0.923
C -0.439 -0.007 0.419
H 1.001 -3.143 1.083
C 0.988 -2.134 0.694
```

* SMILES: OCCCCS.O.O
* ΔE to the lowest compared entry with this formula, charge and spin: 14.9 kcal/mol
* E_LUMO: 0.0080 Eh

# C22H48O22Zr

A molecular structure, C22H48O22Zr at a distorted geometry (ωB97M-V with the def2-TZVPD basis set, OMol25).

```
93
Properties=species:S:1:pos:R:3
H 6.836 27.511 -23.040
H 11.674 20.920 -25.353
H 17.147 31.890 -18.465
H 9.693 20.171 -18.327
H 13.164 16.419 -14.952
O 8.492 26.278 -22.571
C 12.233 19.448 -20.284
H 14.445 22.337 -18.482
O 10.449 25.212 -16.501
C 8.276 21.930 -20.808
H 11.658 26.608 -17.447
H 13.643 27.353 -20.576
C 8.742 26.231 -21.275
C 11.584 18.332 -16.239
O 12.679 19.433 -21.603
C 16.042 26.473 -18.571
O 15.987 22.836 -22.228
O 8.497 24.377 -17.190
O 13.904 23.843 -21.584
H 14.538 16.790 -16.053
H 13.192 21.170 -17.986
Zr 11.328 23.772 -20.747
H 8.125 26.723 -18.394
O 10.364 24.422 -18.618
C 7.786 25.023 -16.099
H 16.548 21.073 -21.449
O 12.651 17.667 -16.554
O 16.114 27.853 -18.899
C 13.412 22.225 -18.152
H 7.583 22.648 -20.370
O 12.213 25.788 -20.300
H 8.047 28.444 -18.912
O 12.480 22.734 -19.088
O 11.343 24.249 -22.931
C 14.981 23.818 -22.238
H 13.090 27.113 -18.996
O 12.527 20.212 -23.630
C 12.370 20.509 -22.341
H 13.393 20.936 -25.393
C 7.903 27.439 -23.252
H 8.036 21.033 -20.235
H 15.845 26.223 -17.529
H 8.167 27.502 -24.307
H 14.743 21.382 -21.389
O 9.629 22.300 -20.789
C 17.448 30.948 -18.006
H 13.903 26.237 -22.840
H 12.504 22.159 -24.394
O 18.066 28.199 -17.730
H 11.987 18.400 -20.115
H 14.219 25.812 -24.463
O 16.853 29.952 -18.814
H 13.231 22.667 -17.173
C 9.841 24.648 -17.535
C 14.715 25.933 -23.500
O 10.985 18.755 -17.442
H 13.040 19.641 -19.577
H 10.704 25.661 -24.338
H 7.933 21.774 -21.831
H 9.775 24.217 -24.323
C 13.628 17.171 -15.591
H 16.975 25.928 -18.712
H 15.385 26.790 -23.574
H 11.967 26.507 -15.746
H 7.478 26.008 -16.448
O 11.397 18.789 -15.127
C 12.758 27.026 -20.030
H 8.313 28.306 -22.734
C 15.747 21.801 -21.320
H 12.533 25.229 -16.782
O 8.025 27.126 -20.546
H 12.008 27.812 -19.933
H 18.530 30.977 -18.141
C 17.104 28.638 -18.383
H 6.943 24.344 -15.974
H 15.916 22.183 -20.313
H 13.859 18.004 -14.928
H 17.250 30.815 -16.943
C 11.695 25.906 -16.614
H 11.418 24.203 -24.986
O 15.431 24.796 -23.055
H 8.407 24.991 -15.204
C 12.546 21.124 -24.733
H 11.368 20.082 -20.094
H 9.731 20.150 -16.577
H 15.263 26.014 -19.180
C 8.430 27.451 -19.147
C 10.791 24.586 -24.181
H 11.039 20.887 -17.541
C 10.351 20.045 -17.467
O 9.488 25.382 -20.798
O 12.161 21.625 -21.872
H 9.515 27.507 -19.053
```

* ΔE to the lowest compared entry with this formula, charge and spin: 23.9 kcal/mol
* E_LUMO: 0.0149 Eh

# C3H8FNS

2 unconnected molecules or ions with the total composition C3H8FNS at a distorted geometry (ωB97M-V with the def2-TZVPD basis set, OMol25).

```
14
Properties=species:S:1:pos:R:3
H -1.166 -0.307 -1.564
H 2.033 -1.087 0.272
N 2.560 -0.274 0.102
H -2.089 -0.236 1.274
H -0.362 -1.465 -0.480
H 3.254 -0.577 -0.500
C -1.345 -0.834 -0.715
F -2.450 1.026 -0.228
S 1.436 0.847 -0.610
C 0.654 1.326 0.795
H 0.263 2.299 0.658
H -2.204 -1.538 -0.949
C -1.626 0.052 0.338
H 1.040 0.766 1.607
```

* ΔE to the lowest compared entry with this formula, charge and spin: 101.4 kcal/mol
* E_LUMO (spin up / spin down): 0.0214 / 0.0246 Eh